A molecular structure, C14H14N2O3STi in a non-equilibrium geometry, computed with ωB97M-V/def2-TZVPD.

Output
- DFT total energy (hartree) = -2124.6783

Geometry as ORCA input:
```
! RIJCOSX wB97M-V def2-TZVPD def2/J DEFGRID3
* xyz -1 2
Ti -0.14237 -0.65141 -0.00345
S -0.46521 1.41842 3.01545
O 0.85415 -2.00823 2.15401
O 0.36886 2.51601 2.97646
O -1.92797 1.59544 2.69407
N 0.08604 0.12602 2.06466
N -1.94296 -0.85633 0.03611
C -0.24390 0.47329 4.49679
C 0.30848 -0.76716 4.22319
C 1.14571 1.77366 -0.40820
C 0.47935 -0.96705 2.77455
C -0.52531 0.89642 5.78961
C -0.14587 2.13781 0.09198
C -0.27920 -0.00772 6.83428
C 0.53325 -1.67835 5.25922
C -0.05572 -2.30179 -0.79277
C 0.23275 -1.28751 6.56592
C 0.96653 0.98797 -1.57746
C -1.13083 1.53061 -0.75560
C -0.44989 0.84348 -1.80644
C 1.25770 -1.77012 -0.85349
H -0.66418 -2.42291 -1.68499
H -0.49414 0.29110 7.85807
H 1.75912 0.60747 -2.22046
H 2.09505 2.12106 0.00498
H -0.37211 -3.06189 -0.08350
H -2.63037 -1.71844 -0.07138
H 0.93252 -2.65988 5.01107
H -0.91198 0.36851 -2.66956
H -2.20709 1.65163 -0.64253
H 1.85954 -2.33328 -0.17287
H 1.53455 -1.64268 -1.87610
H -0.33987 2.94893 0.78691
H -0.92155 1.89496 5.95040
H 0.39643 -1.98064 7.39025
*
```

A molecular structure, C14H14N2PdS in a non-equilibrium geometry, computed with ωB97M-V/def2-TZVPD.

Output
- DFT total energy (hartree) = -1176.6003

Geometry as ORCA input:
```
! RIJCOSX wB97M-V def2-TZVPD def2/J DEFGRID3
* xyz 2 1
Pd -5.91729 1.53012 -1.54798
S -2.37714 -2.19976 0.08682
N 0.35204 2.04387 -0.27830
N 0.05616 -0.78475 -0.34970
C 1.22621 -0.21860 -0.58525
C 4.19338 -2.05294 1.95026
C 4.47895 -0.08017 0.18741
C 4.35253 -1.10347 1.23469
C -2.25520 -0.51340 0.13098
C -4.80337 -0.14295 0.55782
C -3.23071 1.74820 0.39408
C 2.37807 -1.13137 -0.90100
C -0.97585 0.05331 -0.10710
C -1.98653 2.26859 0.17360
C -0.82507 1.43794 -0.09081
C 1.34880 1.20595 -0.52209
C -3.44836 0.35827 0.36747
C 3.73447 -0.46623 -1.10772
H -4.90550 -1.20507 0.74405
H 4.18079 0.89296 0.58778
H 5.54411 0.00764 -0.03693
H -3.43041 -2.39394 0.90950
H -5.28979 0.41993 1.35825
H 2.09673 -1.60794 -1.84823
H 4.05290 -2.92441 2.54551
H 4.36714 -1.16559 -1.65297
H -1.85040 3.34453 0.19083
H 2.32426 1.64677 -0.68167
H 3.66738 0.42005 -1.74222
H -5.40113 0.12291 -0.39008
H 2.40485 -1.92888 -0.15947
H -4.06203 2.41844 0.58248
*
```

C14H14N4 in the gas phase, computed with ωB97M-V/def2-TZVPD.

Output
- DFT total energy (hartree) = -760.9405
- ΔE to the lowest compared entry with this formula, charge and spin (kcal per mole) = 0.0
- SMILES = Cc1[nH]c2ccc3c(ncn3CCC#N)c2c1C

Geometry as ORCA input:
```
! RIJCOSX wB97M-V def2-TZVPD def2/J DEFGRID3
* xyz 0 1
N 1.17828 1.72447 0.16737
N 2.75942 -3.34194 1.22082
N -2.59359 -0.81186 -1.24336
N 1.73924 0.29462 1.78632
C -3.56050 0.49791 -3.13743
C 3.15834 -2.37582 1.68178
C -2.55126 0.28699 -2.06439
C -0.10968 -1.39626 1.43904
C -0.83851 0.42687 -0.63071
C -1.55744 -0.75916 -0.35394
C -1.21105 -1.65802 0.65722
C 0.28221 0.68856 0.16784
C 3.66257 -1.16756 2.28547
C -1.06292 2.36188 -2.33918
C 0.61770 -0.23308 1.18032
C 2.52207 -0.28508 2.83532
C -1.48394 1.07555 -1.71575
C 2.01397 1.45379 1.12137
H -4.13907 1.40184 -2.94645
H 1.86962 -0.88157 3.47991
H 2.84565 2.07775 1.39054
H -3.06905 0.61849 -4.10226
H -0.17863 2.73091 -1.82808
H -4.24398 -0.34626 -3.19669
H 4.33650 -1.44683 3.10005
H -1.79885 -2.54895 0.81975
H -0.83193 2.22329 -3.39560
H 0.18608 -2.08031 2.21946
H 2.96147 0.52164 3.43125
H -1.85512 3.10707 -2.26455
H -3.27728 -1.54761 -1.29875
H 4.22969 -0.61132 1.53332
*
```

A molecular structure, C14H14N4O2S2 in a non-equilibrium geometry, computed with ωB97M-V/def2-TZVPD.

Output
- DFT total energy (hartree) = -1707.8055
- ΔE to the lowest compared entry with this formula, charge and spin (kcal per mole) = 0.0

Geometry as ORCA input:
```
! RIJCOSX wB97M-V def2-TZVPD def2/J DEFGRID3
* xyz 0 1
S 1.88683 -2.39041 -4.13380
S 0.31366 1.37380 -3.90933
O 1.50347 -3.60442 0.65675
O -0.95394 2.81702 4.01940
N 1.37642 -0.92471 -4.65730
N 1.61515 -2.83678 -1.45577
N 0.81959 -1.45184 0.21543
N 0.95988 -0.77120 -2.41050
C -0.28032 0.93105 2.78028
C -1.50609 0.75004 -1.87085
C -0.63211 2.36709 2.94347
C 0.43576 -0.97005 1.47062
C 1.30440 -2.67428 -0.08491
C -0.40483 1.68570 -2.25640
C 0.12614 0.38270 1.56845
C -0.57297 3.23866 1.71064
C 0.93269 -0.22380 -3.65341
C -2.23158 0.02857 -2.70245
C 0.34947 -1.78213 2.59916
C -0.36642 0.10556 3.90243
C 1.44883 -1.97696 -2.48258
C -0.04987 -1.23524 3.80630
H -3.01885 -0.61403 -2.34973
H -1.24874 2.85990 0.94696
H 0.73318 -0.80855 -0.57212
H 1.99490 -3.74937 -1.67155
H -0.68264 0.54220 4.83719
H 0.43879 3.25489 1.31150
H 0.59874 -2.82721 2.52384
H 0.41569 1.65337 -1.53875
H -0.77513 2.71196 -2.31430
H -0.11502 -1.86854 4.67777
H -2.06951 0.04914 -3.76752
H -1.69614 0.70776 -0.80520
H -0.86638 4.25049 1.97802
H 0.21697 0.99964 0.68825
*
```

A molecular structure, C14H14NO5Pb in a non-equilibrium geometry, computed with ωB97M-V/def2-TZVPD.

Output
- DFT total energy (hartree) = -1164.3898
- ΔE to the lowest compared entry with this formula, charge and spin (kcal per mole) = 0.0

Geometry as ORCA input:
```
! RIJCOSX wB97M-V def2-TZVPD def2/J DEFGRID3
* xyz 3 1
Pb -0.69227 1.85278 -2.83793
O -1.10796 -1.15914 -2.31909
O -0.75920 3.91532 -7.33108
O -0.69208 3.32121 0.42777
O -4.50786 1.36402 -2.93601
O 3.02739 2.12502 -2.90863
N -0.93536 -1.20169 2.48419
C -0.09215 -1.35509 3.71008
C 0.73565 -0.41758 0.71933
C -0.73987 3.31632 -6.34803
C -3.38364 1.52858 -2.96744
C 1.91213 1.94253 -2.90184
C -0.47562 -0.04361 1.53293
C -2.39825 -1.14011 2.83019
C 1.88826 -0.84359 -1.33396
C 0.68388 -0.58095 -0.68477
C -0.53717 -0.36450 -1.61592
C 1.95108 -0.61481 1.38440
C -0.69329 2.73030 -0.55977
C 3.08452 -1.11094 0.74439
C 3.06068 -1.15517 -0.63982
H -2.97707 -1.13587 1.89488
H 1.86763 -0.94684 -2.41735
H -2.64505 -2.02090 3.44230
H -1.35548 0.16892 0.93632
H 0.05815 -0.34837 4.11166
H -2.57940 -0.22499 3.40471
H -0.81443 -2.05234 1.94216
H -0.64843 -1.97510 4.43044
H 2.01703 -0.48247 2.46222
H -0.31774 0.76909 2.25497
H 3.97776 -1.45191 1.28647
H 3.92470 -1.48287 -1.22830
H 0.85863 -1.82698 3.41971
H -0.69516 0.90174 -4.38915
*
```

A molecular structure, C14H15AsCl4F5N2O3STl in a non-equilibrium geometry, computed with ωB97M-V/def2-TZVPD.

Output
- DFT total energy (hartree) = -6024.2275
- ΔE to the lowest compared entry with this formula, charge and spin (kcal per mole) = 0.0

Geometry as ORCA input:
```
! RIJCOSX wB97M-V def2-TZVPD def2/J DEFGRID3
* xyz 0 1
Tl -0.04990 0.01130 -0.43460
As -0.29960 3.74580 0.11600
Cl 3.78940 -0.59940 5.60210
Cl 5.87960 0.14710 3.46600
Cl 0.75990 -0.45640 4.96330
Cl 4.95710 1.25630 0.67520
S -3.05220 -0.48460 -0.26930
F 2.04180 -2.66450 -0.34940
F -1.10580 -3.15520 1.18100
F -0.55660 -3.57610 -0.89810
F 1.50620 -2.38950 1.71190
F 1.47920 -4.35650 0.85600
O -1.19250 2.37630 0.13610
O 0.22910 0.30780 2.15950
O 2.01110 1.42050 0.47030
N -2.99480 -1.20030 2.30510
N -2.68760 0.94840 1.95710
C 1.18110 -3.07400 0.59930
C -2.55130 -0.71830 3.60060
C -0.24520 -2.77980 0.17020
C 4.21700 0.26240 3.07390
C 0.56120 4.12340 1.82620
C 3.81200 0.72550 1.84170
C -2.86650 -0.23990 1.38490
C 1.04090 3.76830 -1.28560
C 2.43050 0.88620 1.52510
C -1.56570 5.19770 -0.23720
C 3.25920 -0.09620 4.05590
C 1.91640 -0.03850 3.76990
C 1.43030 0.37040 2.49510
C -2.46540 0.80560 3.38180
H 1.44040 3.48980 1.91780
H 0.54970 3.60360 -2.24570
H 1.74240 2.95810 -1.09090
H -2.90300 -2.17050 2.05280
H -1.07760 6.16950 -0.25790
H -0.12540 3.89680 2.64260
H -1.57320 -1.14420 3.83960
H -2.03320 4.99630 -1.20160
H 1.56330 4.72260 -1.28960
H -2.25680 1.69560 1.41030
H -3.23760 1.35370 3.92990
H -2.34490 5.19280 0.52720
H 0.85790 5.16820 1.87250
H -1.48690 1.19260 3.66360
H -3.26370 -0.99090 4.38060
*
```

Look up the DFT total energy of the fifth one. -1164.3898 hartree